(1)
C15H27N5O6P | ωB97M-V with the def2-TZVPD basis set

## Properties
Orbital gap   0.361 Eh
ΔE to the lowest compared entry with this formula, charge and spin   0.00 kJ/mol
HOMO   -12.08 eV
Total energy   -45015.8023 eV

Geometry as ORCA input:
```
! RIJCOSX wB97M-V def2-TZVPD def2/J DEFGRID3
* xyz 1 1
O 1.346 -6.093 -4.382
O 0.078 3.646 0.644
O 1.785 -2.573 -0.153
O -2.408 1.652 1.141
O -1.217 4.769 -0.842
O -3.648 1.794 3.331
C 1.059 -5.275 -3.527
C -0.949 4.269 0.389
C 2.108 -3.341 -1.049
C -0.968 -0.515 -1.335
C 0.194 -0.951 -1.907
C 0.628 0.947 -0.857
N -0.681 0.672 -0.697
N 2.860 -4.397 -0.705
N 1.724 -4.115 -3.495
N -1.943 3.681 2.721
N 1.179 -0.021 -1.615
C -0.027 -5.605 -2.520
C 3.578 -5.379 -1.525
C -1.020 4.206 3.730
C -2.003 4.526 1.508
C -0.836 5.665 3.314
C -1.795 5.899 2.143
C 0.353 -2.241 -2.680
C -1.027 0.999 3.312
C 1.689 -3.012 -2.514
P -2.281 2.001 2.574
H -0.447 4.584 -1.399
H -3.597 2.415 4.065
H -1.929 -1.018 -1.349
H 1.157 1.775 -0.394
H -1.352 1.197 -0.116
H 3.004 -4.467 0.292
H 2.399 -4.044 -4.243
H 2.164 -0.125 -1.817
H 0.273 -5.332 -1.513
H -0.208 -6.679 -2.553
H -0.944 -5.093 -2.801
H 3.998 -4.915 -2.420
H 2.914 -6.198 -1.811
H 4.401 -5.804 -0.947
H -0.056 3.686 3.714
H -1.444 4.132 4.738
H -2.995 4.464 1.046
H -1.046 6.350 4.142
H 0.196 5.825 2.989
H -2.754 6.269 2.521
H -1.403 6.635 1.432
H 0.208 -2.011 -3.737
H -0.466 -2.894 -2.380
H -1.053 1.116 4.396
H -1.215 -0.045 3.058
H -0.051 1.297 2.930
H 2.468 -2.327 -2.846
*
```



(2)
C15H28AsBF4N3NiO6Si2 | ωB97M-V with the def2-TZVPD basis set

## Properties
Orbital gap (alpha / beta)   0.239 / 0.233 Eh
ΔE to the lowest compared entry with this formula, charge and spin   0.00 kJ/mol
HOMO (alpha / beta)   -5.02 / -4.88 eV
Total energy   -161957.6667 eV

Geometry as ORCA input:
```
! RIJCOSX wB97M-V def2-TZVPD def2/J DEFGRID3
* xyz -1 1
Ni -0.377 0.102 -0.391
C -3.469 -3.557 -1.927
O -2.971 -2.278 -2.313
C -2.055 -1.687 -1.556
O -1.797 -0.505 -1.729
N -1.426 -2.436 -0.621
N -0.494 -1.773 0.196
H -4.273 -3.780 -2.621
H -3.859 -3.518 -0.910
H -2.701 -4.329 -2.025
H -1.495 -3.435 -0.565
H 0.429 -2.185 0.091
H -0.841 -1.813 1.156
C 2.572 0.192 4.211
Si 1.010 0.007 3.168
C 0.544 -1.819 3.342
C -0.371 1.014 3.942
As 1.553 0.522 0.951
Si 1.325 2.858 1.026
C 2.169 3.607 -0.486
C -0.453 3.466 1.140
C 2.223 3.565 2.531
H 2.361 -0.081 5.251
H 2.968 1.207 4.199
H 3.352 -0.475 3.836
H 0.665 -2.116 4.389
H 1.196 -2.461 2.744
H -0.500 -2.008 3.087
H -0.573 0.666 4.961
H -1.288 0.922 3.357
H -0.112 2.074 3.994
H 2.874 2.905 -0.936
H 2.728 4.504 -0.199
H 1.434 3.875 -1.247
H -1.147 2.791 0.642
H -0.544 4.449 0.666
H -0.762 3.564 2.184
H 3.273 3.261 2.557
H 1.756 3.272 3.474
H 2.190 4.659 2.472
O 0.008 2.870 -3.251
C 0.108 1.827 -2.621
O -0.066 1.698 -1.358
C 0.449 0.560 -3.399
C 0.118 0.493 -4.745
C 0.322 -0.669 -5.479
C 0.855 -1.794 -4.873
C 1.198 -1.698 -3.533
C 1.033 -0.544 -2.794
N 1.697 -2.900 -2.848
O 1.716 -2.897 -1.624
O 2.016 -3.861 -3.528
H -0.316 1.376 -5.196
H 0.044 -0.705 -6.524
H 1.001 -2.722 -5.406
H 1.365 -0.509 -1.765
F -2.666 -1.832 2.012
B -3.358 -0.737 1.383
F -2.372 0.221 0.988
F -4.015 -1.231 0.244
F -4.244 -0.173 2.279
*
```